[1]
Computed, not measured: a gas-phase ion, C25H23BCl2NO5 (charge +1), with the ωB97M-V functional and the def2-TZVPD basis.

CARTESIAN COORDINATES (ANGSTROEM)
C (2.7763, 3.4932, 1.7638)
C (1.7698, 2.4537, 1.7286)
C (0.7427, 2.1602, 2.6332)
C (-0.1953, 1.4251, 1.9195)
C (0.4325, 0.8899, 0.7495)
B (-0.0391, 0.8641, -1.0287)
N (-0.1063, 2.1153, -1.9586)
C (-0.5801, 3.4263, -1.4368)
C (1.2681, 2.2379, -2.6074)
C (1.8802, 0.8810, -2.4720)
O (2.9047, 0.4913, -2.9524)
O (1.0298, 0.0567, -1.6887)
C (-1.1521, 1.6190, -2.9483)
C (-2.1114, 0.8769, -2.0781)
O (-3.3236, 0.8359, -2.1406)
O (-1.4156, 0.3237, -1.0516)
O (1.6472, 1.6859, 0.6438)
H (2.5623, 4.1409, 2.6106)
H (3.8042, 3.1348, 1.8546)
H (2.7499, 4.1066, 0.8582)
H (0.6271, 2.5106, 3.6701)
H (-1.1199, 1.0065, 2.2821)
H (-0.8593, 4.0406, -2.2918)
H (-1.4172, 3.2742, -0.7564)
H (0.2125, 3.9751, -0.9067)
H (1.2200, 2.5637, -3.6642)
H (1.8575, 2.9751, -2.0393)
H (-1.6185, 2.4475, -3.4658)
H (-0.7022, 0.9464, -3.7272)
Cl (3.5752, -2.6174, 5.8795)
C (2.7051, -2.1973, 4.4537)
C (3.3987, -1.8215, 3.3088)
C (2.6781, -1.3961, 2.1816)
C (1.2878, -1.2755, 2.2285)
C (0.5928, -0.6951, 0.9765)
C (-0.5785, -1.6335, 0.6918)
C (-0.6132, -2.2584, -0.5050)
C (-1.8351, -2.5790, -1.2029)
C (-1.8264, -2.7370, -2.6064)
C (-3.0134, -2.9309, -3.2929)
C (-4.2271, -2.9952, -2.5909)
Cl (-5.6838, -3.2179, -3.4533)
C (-4.2491, -2.8297, -1.2043)
C (-3.0665, -2.5941, -0.5033)
C (0.5976, -1.7501, 3.3465)
C (1.3017, -2.2059, 4.4690)
H (4.4866, -1.8732, 3.2955)
H (3.2235, -1.1238, 1.3034)
H (1.2485, -0.8046, 0.1562)
H (-1.3287, -1.8772, 1.4669)
H (0.3218, -2.4244, -1.0527)
H (-0.8647, -2.6244, -3.1413)
H (-3.0271, -3.0258, -4.3695)
H (-5.1801, -2.8848, -0.6621)
H (-3.0896, -2.3610, 0.5453)
H (-0.4924, -1.6722, 3.4029)
H (0.8142, -2.5520, 5.3790)

Calculated values
**E_HOMO**: -10.245 eV
**E**: -63741.1106 eV
**Multiplicity**: 1
**Charge**: +1
**HOMO-LUMO gap**: 5.60 eV
**E_LUMO**: -4.64 eV

[2]
Computed, not measured: C5H8N2 in the gas phase, with the ωB97M-V functional and the def2-TZVPD basis.

CARTESIAN COORDINATES (ANGSTROEM)
C (-0.9165, 1.1372, 0.0136)
C (-0.1907, -0.1837, -0.1219)
C (1.2382, -0.1401, -0.6311)
C (2.0698, 0.8914, -0.0144)
N (2.7182, 1.7189, 0.4646)
C (-0.5780, -1.2302, 0.8530)
N (-0.8582, -1.3948, -0.5723)
H (-0.4969, 1.7116, 0.8466)
H (-0.8398, 1.7687, -0.8766)
H (-1.9804, 0.9778, 0.2148)
H (1.2125, 0.0330, -1.7116)
H (1.7036, -1.1168, -0.4706)
H (-1.4059, -1.0105, 1.5261)
H (0.1540, -1.9194, 1.2626)
H (-1.8410, -1.2431, -0.7737)

Calculated values
**E_HOMO**: -10.027 eV
**E**: -8293.7176 eV
**Multiplicity**: 1
**SMILES string**: C[C@@]1(CC#N)CN1
**Charge**: 0
**HOMO-LUMO gap**: 10.89 eV
**E_LUMO**: 0.86 eV

- Which value of E does entry 2 give?
  -8293.7176 eV

What did the second record say?
Computed, not measured: C5H8N2 in the gas phase, with the ωB97M-V functional and the def2-TZVPD basis.

CARTESIAN COORDINATES (ANGSTROEM)
C (-0.9165, 1.1372, 0.0136)
C (-0.1907, -0.1837, -0.1219)
C (1.2382, -0.1401, -0.6311)
C (2.0698, 0.8914, -0.0144)
N (2.7182, 1.7189, 0.4646)
C (-0.5780, -1.2302, 0.8530)
N (-0.8582, -1.3948, -0.5723)
H (-0.4969, 1.7116, 0.8466)
H (-0.8398, 1.7687, -0.8766)
H (-1.9804, 0.9778, 0.2148)
H (1.2125, 0.0330, -1.7116)
H (1.7036, -1.1168, -0.4706)
H (-1.4059, -1.0105, 1.5261)
H (0.1540, -1.9194, 1.2626)
H (-1.8410, -1.2431, -0.7737)

Calculated values
**E_HOMO**: -10.027 eV
**E**: -8293.7176 eV
**Multiplicity**: 1
**SMILES string**: C[C@@]1(CC#N)CN1
**Charge**: 0
**HOMO-LUMO gap**: 10.89 eV
**E_LUMO**: 0.86 eV

- What is the HOMO-LUMO gap in the first record?
  5.60 eV

- The lowest charge belongs to which entry?
  C5H8N2